No. 1
116
Properties=species:S:1:pos:R:3:lowdin_charge:R:1 method="wB97M-V/def2-TZVPD" gap_ha="0.242 / 0.243" total_charge=+2 e_above_lowest_kj_mol=25.6 spin_multiplicity=2 max_force_ev_per_a=2.1 homo_energy_ev="-14.022 / -14.024"
W 0.084 0.139 0.029 2.0867
C -2.403 -2.902 -0.120 0.0098
C -1.858 -2.319 1.139 -0.2789
C -2.118 -2.843 2.395 0.0163
C -1.493 -2.016 3.304 -0.0091
N -0.874 -1.036 2.645 0.0512
N -1.072 -1.213 1.286 -0.0592
B -0.449 0.354 3.187 -0.6670
N 1.007 0.687 2.776 0.0658
C 1.994 1.079 3.549 0.0177
C 3.049 1.530 2.756 0.0109
C 2.638 1.397 1.455 -0.2920
C 3.398 1.837 0.254 -0.0095
N 1.378 0.834 1.470 -0.0634
N -1.380 1.329 2.426 0.0325
C -2.424 2.028 2.862 -0.0193
C -3.141 2.492 1.781 0.0246
C -2.494 2.015 0.654 -0.2670
C -2.974 2.196 -0.746 -0.0108
N -1.406 1.301 1.057 -0.0530
N -0.548 0.513 4.667 -0.0170
C -0.522 1.691 5.365 -0.0892
C -0.239 1.395 6.663 0.0007
C -0.075 -0.015 6.698 -0.3281
C 0.268 -0.872 7.879 -0.0176
N -0.241 -0.539 5.500 0.1245
H -3.374 -3.341 0.104 0.1084
H -2.525 -2.177 -0.915 0.0695
H -1.758 -3.702 -0.472 0.0599
H -2.722 -3.713 2.606 0.1327
H -1.445 -2.045 4.382 0.1248
H 1.904 1.034 4.628 0.1467
H 4.000 1.915 3.092 0.1420
H 4.336 1.283 0.169 0.1124
H 3.649 2.893 0.375 0.0928
H 2.832 1.736 -0.659 0.0400
H -2.621 2.137 3.917 0.1385
H -4.043 3.084 1.801 0.1338
H -3.457 3.164 -0.827 0.0860
H -2.182 2.160 -1.474 0.0549
H -3.745 1.449 -0.970 0.1085
H -0.683 2.649 4.887 0.1249
H -0.180 2.082 7.495 0.1180
H -0.280 -0.552 8.763 0.0854
H 0.043 -1.916 7.674 0.0796
H 1.330 -0.792 8.111 0.0847
C 1.302 -3.090 1.302 -0.0217
O 1.595 -1.711 0.995 -0.2753
C 2.903 -1.549 0.456 -0.1485
C 2.827 -1.304 -1.012 -0.1285
O 1.804 -0.311 -1.273 -0.3633
C 1.709 -0.027 -2.708 0.0111
H 2.062 -3.450 1.994 0.1171
H 1.283 -3.687 0.397 0.0379
H 0.335 -3.128 1.786 0.0719
H 3.512 -2.432 0.639 0.1535
H 3.367 -0.718 0.968 0.1086
H 2.576 -2.200 -1.569 0.0862
H 3.781 -0.914 -1.368 0.1519
H 2.705 0.210 -3.059 0.0996
H 1.067 0.823 -2.851 0.0888
H 1.334 -0.903 -3.225 0.0734
C -1.992 4.436 -3.631 -0.0131
C -1.241 5.081 -2.476 -0.5955
C -2.200 5.889 -1.617 -0.0118
C -0.146 5.986 -3.021 -0.0111
O -0.684 4.006 -1.662 -0.0929
Si 0.739 3.398 -1.238 0.0773
O 0.373 1.803 -0.811 -0.3332
O 1.456 4.181 -0.022 -0.0897
C 1.040 4.895 1.176 -0.5893
C 2.117 4.671 2.220 -0.0100
C 0.959 6.376 0.846 -0.0039
C -0.296 4.368 1.681 -0.0092
O 1.805 3.258 -2.437 -0.0817
C 3.033 3.871 -2.954 -0.5831
C 3.515 5.000 -2.057 -0.0139
C 2.761 4.383 -4.361 -0.0187
C 4.103 2.790 -3.036 -0.0194
H -2.298 5.197 -4.350 0.1020
H -2.886 3.914 -3.280 0.0836
H -1.342 3.719 -4.142 0.0964
H -2.752 6.593 -2.242 0.1044
H -1.667 6.461 -0.855 0.0760
H -2.919 5.240 -1.115 0.0735
H -0.587 6.883 -3.455 0.1084
H 0.418 5.471 -3.798 0.0672
H 0.546 6.290 -2.229 0.0799
H 3.092 4.975 1.828 0.1017
H 2.162 3.616 2.508 0.0528
H 1.906 5.264 3.113 0.1045
H 1.916 6.724 0.451 0.0985
H 0.720 6.952 1.743 0.1036
H 0.187 6.565 0.101 0.0642
H -0.219 3.289 1.867 0.0670
H -1.087 4.542 0.947 0.0833
H -0.571 4.866 2.613 0.1084
H 2.744 5.766 -1.944 0.0789
H 4.395 5.460 -2.509 0.1064
H 3.778 4.633 -1.062 0.0771
H 2.247 5.344 -4.347 0.0719
H 2.153 3.664 -4.913 0.1000
H 3.705 4.521 -4.890 0.1009
H 4.239 2.303 -2.069 0.0625
H 5.055 3.234 -3.331 0.1036
H 3.834 2.045 -3.786 0.0863
Cl -0.976 -4.539 -3.950 0.7003
C 0.177 -3.944 -2.784 -1.4857
Cl 0.338 -5.122 -1.480 0.6856
Cl 1.758 -3.708 -3.570 0.6851
C -0.242 -2.532 -2.270 -0.7465
O -0.893 -1.843 -3.078 0.0154
O 0.127 -2.177 -1.109 -0.1253
O -1.388 -0.022 -1.531 -0.1728
H -1.211 -0.758 -2.311 0.0476
H -2.339 0.067 -1.410 0.0669

=====

No. 2
88
Properties=species:S:1:pos:R:3:lowdin_charge:R:1 method="wB97M-V/def2-TZVPD" gap_ha="0.131 / 0.132" total_charge=+2 max_force_ev_per_a=4.7 homo_energy_ev="-11.110 / -11.110"
P 1.394 1.846 -5.662 1.0551
C 3.037 1.822 -5.015 -0.3786
C 3.762 1.163 -6.054 -0.1378
H 3.195 0.511 -6.719 0.0968
C 5.086 1.487 -6.266 -0.0696
H 5.577 1.080 -7.139 0.1113
C 5.735 2.331 -5.359 -0.0733
H 6.764 2.589 -5.556 0.1070
C 5.086 2.817 -4.225 -0.0842
H 5.643 3.437 -3.522 0.1094
C 3.731 2.542 -4.005 -0.0778
H 3.213 2.867 -3.091 0.1002
C 0.614 0.200 -5.685 -0.3588
C 1.115 -1.076 -5.296 -0.1089
H 1.993 -1.164 -4.646 0.0872
C 0.509 -2.229 -5.806 -0.0987
H 0.923 -3.215 -5.589 0.1054
C -0.598 -2.136 -6.653 -0.1003
H -1.038 -3.024 -7.089 0.1058
C -1.144 -0.896 -6.967 -0.0879
H -1.974 -0.790 -7.657 0.1130
C -0.597 0.254 -6.428 -0.1230
H -0.991 1.242 -6.667 0.1062
C 0.338 3.173 -5.060 -0.3235
C 0.541 3.940 -6.239 -0.1630
H 1.319 3.578 -6.926 0.0813
C -0.270 5.021 -6.516 -0.0498
H -0.110 5.529 -7.452 0.1145
C -1.233 5.391 -5.581 -0.0624
H -1.853 6.240 -5.811 0.1083
C -1.394 4.702 -4.376 -0.0773
H -2.138 5.051 -3.666 0.1026
C -0.612 3.569 -4.079 -0.0839
H -0.686 3.060 -3.102 0.0877
Ce 0.122 0.531 0.686 0.4104
C -2.026 -0.918 -0.495 -0.0297
C -2.387 -0.994 -1.778 -0.3839
H -2.503 -1.504 0.287 0.0334
C -1.608 -0.252 -2.827 -0.3566
O -2.433 0.803 -3.331 -0.0497
H -1.968 1.409 -3.946 0.0863
C -0.471 0.316 -1.988 0.0542
H -1.347 -0.918 -3.661 0.1348
C 0.636 -0.159 -1.338 -0.4703
Cl -0.578 -1.050 2.741 0.0464
Cl 2.668 1.110 0.501 0.1657
P 1.453 -2.169 -0.590 0.8884
C 2.285 -2.651 0.952 -0.2159
H 1.532 -2.969 1.686 0.0454
H 2.843 -1.790 1.344 0.0451
H 2.970 -3.475 0.706 0.0724
C 0.386 -3.589 -0.985 -0.2058
H -0.086 -3.442 -1.967 0.0475
H -0.400 -3.661 -0.220 0.0566
H 0.995 -4.507 -0.994 0.0767
C 2.781 -2.321 -1.822 -0.2001
H 3.368 -1.393 -1.839 0.0643
H 2.378 -2.513 -2.826 0.0464
H 3.429 -3.157 -1.521 0.0716
P -3.872 -1.831 -2.358 0.9011
C -4.451 -2.913 -1.057 -0.1690
C -3.459 -2.799 -3.831 -0.1551
H -4.412 -2.379 -0.095 0.0634
H -3.812 -3.808 -0.991 0.0776
H -5.492 -3.244 -1.230 0.0846
H -3.109 -2.135 -4.636 0.0582
H -4.331 -3.372 -4.196 0.0827
H -2.651 -3.501 -3.570 0.0691
C -5.171 -0.639 -2.766 -0.1545
H -5.437 -0.077 -1.857 0.0727
H -6.078 -1.131 -3.161 0.0808
H -4.771 0.065 -3.510 0.0592
H 1.505 0.300 -1.992 0.1449
C -0.152 3.197 2.361 -0.0696
C -0.587 3.694 0.994 -0.1763
O -1.124 2.583 0.169 -0.3496
C -2.578 2.617 -0.080 -0.1839
C -3.334 1.936 1.045 -0.0383
H 0.762 2.566 2.329 0.0461
H -0.954 2.644 2.883 0.0958
H 0.093 4.059 2.985 0.1145
H -1.377 4.449 1.085 0.1374
H 0.254 4.116 0.421 0.1438
H -2.866 3.672 -0.160 0.1335
H -2.726 2.123 -1.046 0.1117
H -3.145 2.424 2.008 0.0921
H -4.409 2.015 0.846 0.1000
H -3.085 0.869 1.127 0.0603

=====

No. 3
5
Properties=species:S:1:pos:R:3:lowdin_charge:R:1 method="wB97M-V/def2-TZVPD" gap_ha="0.435 / 0.213" total_charge=0 e_above_lowest_kj_mol=336.0 max_force_ev_per_a=1.6 homo_energy_ev="-11.713 / -9.061"
C -0.361 0.419 -0.859 -0.2068
N -0.112 -0.251 0.229 0.0193
N -0.172 1.204 0.152 0.0956
Cl 1.355 -1.713 2.341 -0.0176
H -0.711 0.340 -1.863 0.1095